Formula: C6H12N2
Source: OMol25
Level of theory: ωB97M-V/def2-TZVPD

The charge is 0. The energy relative to the best compared isomer or geometry (same formula, charge and spin) comes out at 17.14 kcal per mole. Its HOMO-LUMO gap is 9.65 eV. Its total energy is -9396.1066 eV. As for the LUMO energy: 0.95 eV. The value obtained for the largest force on an atom is 0.0539 Eh/bohr.

Last column: Mulliken charge in e.
Atoms and positions in Å:
C (-0.1735, 2.5351, 0.2171)  -1.08
C (-0.1899, 1.2489, -0.5206)  0.76
C (0.8556, 0.6382, -1.1374)  -0.49
N (0.4130, -0.5156, -1.7094)  -0.09
C (-0.9525, -0.5429, -1.4669)  -0.43
N (-1.3342, 0.5099, -0.7781)  -0.55
H (0.8262, 2.9763, 0.2547)  0.30
H (-0.4981, 2.5215, 1.2508)  0.27
H (-0.8095, 3.2346, -0.3322)  0.29
H (1.8882, 0.7948, -0.8659)  0.34
H (0.7640, -1.0562, -2.4766)  0.22
H (-1.8209, -1.1164, -1.7586)  0.41
C (0.0275, -1.9992, 1.6279)  -0.33
C (0.9850, -1.3573, 2.6549)  -0.92
H (0.1115, -1.5914, 0.6242)  -0.18
H (0.2459, -3.0470, 1.4122)  0.35
H (-0.9830, -1.8859, 2.0087)  0.27
H (1.6241, -2.0614, 3.1791)  0.32
H (1.7237, -0.7098, 2.1789)  0.29
H (0.3454, -0.8656, 3.3816)  0.25

Cartesian forces (eV/Å) of the 6 atoms listed first:
C 0.1468 0.6630 -0.1814
C -0.3493 -0.7324 -0.3639
C 1.2119 0.4571 1.0816
N -2.4887 -1.1569 -0.3967
C -0.6019 1.9582 0.6305
N 0.5313 0.2750 0.4093